(1)
Density functional theory data (ωB97M-V with the def2-TZVPD basis set) for the molecule C3H3NO3S.

Computed properties:
HOMO-LUMO gap: 9.47 eV
Highest occupied orbital energy: -9.7 eV
Total energy: -21623.604 eV
2S+1: 1
Molecular weight: 133.1 g/mol
Largest force on an atom: 7.475 eV/Å

```
11
Properties=species:S:1:pos:R:3:forces:R:3:lowdin_charge:R:1
O 3.67313 0.52108 0.39738 -4.77 -5.45 -1.85 0.0329
C 2.93923 -0.44312 0.00861 2.49 3.07 -0.82 -0.1306
O 1.43349 -0.47546 -0.16490 3.23 -1.97 0.75 -0.1776
N 0.88924 0.72024 -0.17160 -2.81 3.99 0.42 -0.0874
C -0.42674 0.82086 -0.04969 4.27 -2.29 -0.95 -0.3721
S -1.24350 -0.72325 0.07026 -0.17 0.39 0.06 1.0079
C -2.93083 -0.28992 0.18525 -0.73 0.44 0.41 -0.6126
O -3.46608 0.79237 0.03875 0.77 -1.76 0.21 -0.0132
H 3.33518 -1.43502 -0.57261 -1.08 2.19 1.91 0.1834
H -0.82050 1.79081 -0.24796 -0.59 0.35 0.26 0.0885
H -3.38263 -1.27860 0.50651 -0.61 1.04 -0.42 0.0809
```
Forces are in eV/Å.

(2)
Density functional theory data (ωB97M-V with the def2-TZVPD basis set) for the molecule C3H3NOS.

Computed properties:
HOMO-LUMO gap: 9.76 eV
Highest occupied orbital energy: -10.5 eV
Total energy: -17530.873 eV
2S+1: 1
Molecular weight: 101.1 g/mol
Largest force on an atom: 4.805 eV/Å

```
9
Properties=species:S:1:pos:R:3:forces:R:3:lowdin_charge:R:1
C 1.15868 -0.21291 -1.22805 -1.31 1.37 -1.17 -0.3306
S 0.44485 0.84042 0.12597 0.04 -1.37 -0.84 0.9682
C -0.81286 -0.16667 0.78869 -1.94 -3.56 -2.49 -0.7230
O -1.29401 -1.28358 0.40574 2.29 3.98 1.42 0.0039
C -1.45719 0.63878 1.78272 -1.14 1.66 3.13 -0.2454
N -1.82278 1.33886 2.64450 0.58 -1.46 -1.88 0.1907
H 0.60446 -1.09310 -1.58142 -0.42 0.31 0.88 0.0469
H 2.07802 -0.54847 -0.78624 0.80 0.18 -0.71 0.0178
H 1.10083 0.48667 -2.15192 1.09 -1.12 1.65 0.0716
```
Forces are in eV/Å.

(3)
Density functional theory data (ωB97M-V with the def2-TZVPD basis set) for a cluster of 2 separate species, C3H3NOS in total.

Computed properties:
HOMO-LUMO gap: 9.65 eV
Highest occupied orbital energy: -9.1 eV
Total energy: -17528.726 eV
2S+1: 1
Molecular weight: 101.1 g/mol
Largest force on an atom: 4.611 eV/Å

```
9
Properties=species:S:1:pos:R:3:forces:R:3:lowdin_charge:R:1
O 2.23541 0.28943 -1.24095 2.94 1.11 0.23 0.1770
C 1.22381 -0.22791 -1.31250 -2.47 -0.82 -0.08 -0.4679
N 0.08397 -0.57979 -1.42158 -0.48 -0.47 -0.08 -0.3064
S -0.86923 -1.95873 -1.20514 3.38 -1.29 2.00 0.7888
H -1.78059 -1.43684 -1.82959 -3.38 1.47 -2.09 -0.2253
C -0.55095 1.31655 1.42708 -1.64 2.01 0.00 0.0047
C 0.27842 0.62367 1.92597 -2.15 2.33 -1.77 0.0090
H -1.33928 2.07798 1.25267 1.20 -1.12 -0.22 0.0502
H 0.71846 -0.10437 2.40405 2.60 -3.23 2.03 -0.0302
```
Forces are in eV/Å.

(4)
Density functional theory data (ωB97M-V with the def2-TZVPD basis set) for the molecule C3H3NOS.

Computed properties:
HOMO-LUMO gap: 8.14 eV
Highest occupied orbital energy: -8.3 eV
Total energy: -17529.358 eV
2S+1: 1
Molecular weight: 101.1 g/mol
Largest force on an atom: 4.591 eV/Å

```
9
Properties=species:S:1:pos:R:3:forces:R:3:lowdin_charge:R:1
S 2.01049 -0.03973 -0.06083 -1.17 0.02 0.47 0.6271
C 0.35982 0.08846 0.12645 2.18 -4.01 -0.51 -0.8457
C -0.49016 1.13326 0.15078 0.29 2.87 -0.19 -0.1329
C -1.71030 0.69600 -0.16276 -3.37 2.39 1.43 -0.0865
N -1.78096 -0.66464 -0.08989 -0.66 -1.20 0.21 0.0121
O -0.45722 -1.05441 0.04534 0.96 -0.65 0.50 -0.0771
H 0.00405 2.07786 0.32307 -0.90 0.48 -0.52 0.1226
H -2.58991 1.43306 -0.31574 1.24 -2.00 0.28 0.1632
H -2.41368 -1.29378 0.54561 1.43 2.09 -1.68 0.2172
```
Forces are in eV/Å.

(5)
Density functional theory data (ωB97M-V with the def2-TZVPD basis set) for the molecule C3H3NOS.

Computed properties:
HOMO-LUMO gap: 10.10 eV
Highest occupied orbital energy: -10.5 eV
Total energy: -17531.024 eV
2S+1: 1
Molecular weight: 101.1 g/mol
Largest force on an atom: 4.973 eV/Å

```
9
Properties=species:S:1:pos:R:3:forces:R:3:lowdin_charge:R:1
C -0.05338 -0.13308 0.14489 2.83 2.50 -1.70 -0.3275
S 1.02736 0.41167 1.47707 -0.60 -0.24 -0.05 1.0077
C 1.08282 2.06763 1.04396 1.11 0.17 -1.03 -0.7727
O 0.65631 2.53097 0.01171 0.02 0.38 0.91 0.0411
C 1.95677 2.78887 1.99563 -1.27 0.12 -0.88 -0.2087
N 2.48066 3.42524 2.78079 0.80 0.52 0.82 0.1834
H 0.52655 -0.43355 -0.71108 0.27 -0.99 0.05 0.0577
H -0.67985 0.59131 -0.30945 -0.46 1.43 0.31 0.0461
H -0.64650 -0.75951 0.61404 -2.70 -3.88 1.55 -0.0270
```
Forces are in eV/Å.

(6)
Density functional theory data (ωB97M-V with the def2-TZVPD basis set) for a cluster of 2 separate species, C3H3NOS in total.

Computed properties:
HOMO-LUMO gap: 8.62 eV
Highest occupied orbital energy: -8.0 eV
Total energy: -17528.498 eV
2S+1: 1
Molecular weight: 101.1 g/mol
Largest force on an atom: 2.889 eV/Å

```
9
Properties=species:S:1:pos:R:3:forces:R:3:lowdin_charge:R:1
O -0.89838 -1.39229 1.10314 1.55 -1.89 1.53 0.0828
C -1.47848 -0.65589 0.23439 0.16 1.20 0.71 -0.8199
C -2.50345 -0.45488 -0.47231 -0.56 0.57 -0.89 -0.1641
S -1.39737 1.09279 -0.03361 -0.62 0.11 -0.60 0.7350
H -0.09603 -1.02157 1.53788 -0.78 0.08 -0.82 0.1384
H -3.46794 -0.62230 -0.90904 0.14 0.01 0.05 0.0704
C 1.64616 0.93760 -0.47756 1.41 -0.07 1.59 -0.1454
N 2.13736 0.68285 0.55018 -1.29 0.33 -2.14 0.0519
H 1.32818 1.27687 -1.45638 -0.02 -0.34 0.57 0.0508
```
Forces are in eV/Å.

(7)
Density functional theory data (ωB97M-V with the def2-TZVPD basis set) for the molecule C3H3NS.

Computed properties:
HOMO-LUMO gap (alpha / beta): 6.86 / 6.87 eV
Highest occupied orbital energy (alpha / beta): -9.1 / -9.1 eV
Total energy: -15480.127 eV
2S+1: 1
Molecular weight: 85.1 g/mol
Largest force on an atom: 3.453 eV/Å

```
8
Properties=species:S:1:pos:R:3:forces:R:3:lowdin_charge:R:1
C 0.06786 0.35021 0.87677 0.81 -1.01 -1.78 -0.3170
C 1.34265 0.38709 0.60506 -1.26 -0.65 -1.58 0.2345
C -0.99875 -0.56222 -0.95209 2.74 -0.09 -2.10 -0.6839
N -1.00734 -0.17120 0.25505 -2.07 0.19 1.15 -0.0420
S 0.31613 -0.59137 -2.06924 0.64 0.93 2.34 0.6348
H -0.11009 0.66548 1.85561 -0.37 0.73 1.95 0.1028
H 2.20659 0.91962 0.89631 0.94 0.23 -0.36 0.0409
H -1.81706 -0.99761 -1.46747 -1.43 -0.33 0.38 0.0299
```
Forces are in eV/Å.

(8)
Density functional theory data (ωB97M-V with the def2-TZVPD basis set) for the molecule C3H3NS2.

Computed properties:
HOMO-LUMO gap: 8.37 eV
Highest occupied orbital energy: -9.2 eV
Total energy: -26317.834 eV
2S+1: 1
Molecular weight: 117.2 g/mol
Largest force on an atom: 3.213 eV/Å

```
9
Properties=species:S:1:pos:R:3:forces:R:3:lowdin_charge:R:1
N -0.14373 -0.33451 -2.61061 0.95 1.08 2.70 0.1429
C 0.31295 0.17874 -1.65758 0.89 0.37 -2.57 -0.3586
C 0.98027 1.13762 -0.69493 0.91 0.77 0.82 -0.4904
S -0.25225 1.35015 0.62090 -0.60 -0.64 1.23 0.7725
C -0.54976 -0.28396 1.36886 1.03 0.27 0.82 -0.9760
S -0.10310 -1.78429 0.81039 -0.72 2.23 0.90 0.6042
H 1.96150 0.84961 -0.09484 -1.95 -0.13 -1.94 0.1143
H 1.20119 2.26727 -1.09662 -0.87 -3.05 0.52 0.1380
H -0.93155 -0.02347 2.46701 0.36 -0.89 -2.48 0.0532
```
Forces are in eV/Å.